[1]
Entry from OMol25: a 5-piece molecular cluster, C29H68BBr2FN5O10 overall at a distorted geometry (ωB97M-V with the def2-TZVPD basis set).

The total energy is -202577.1962 eV. The total charge is -1. For the lowest unoccupied orbital energy, the calculation gives 2.04 eV. The calculation puts the HOMO-LUMO gap at 0.2799 hartree. As for the spin multiplicity: 1. As for the HOMO energy: -5.58 eV.

XYZ file:
```
116
Properties=species:S:1:pos:R:3:forces:R:3
C 0.0921 1.2372 3.1143 -0.052 0.006 0.045
C 0.7064 0.4193 1.9567 0.256 -0.129 0.591
Br 0.3296 1.3272 0.2609 0.087 0.136 -0.104
C 0.3134 -1.0789 1.9718 -0.396 0.434 -0.357
Br 1.9286 -2.0580 2.5668 -0.029 -0.065 0.323
B -0.4081 -1.7774 0.6765 -0.158 -0.470 0.183
C 0.5547 -2.1897 -0.5543 -0.092 0.583 -0.330
O 0.6435 -1.6852 -1.6484 0.209 -0.201 0.369
N 1.3323 -3.4547 -0.3237 -0.130 -0.254 -1.094
C 2.3666 -3.7723 -1.1479 0.174 0.339 0.225
O 3.2538 -3.1086 -1.5843 -0.322 -0.307 0.120
F 2.3583 -5.1392 -1.3962 0.026 0.069 0.017
H -0.5044 0.5973 3.7707 0.073 0.023 -0.083
H 0.8768 1.6908 3.7295 -0.091 -0.029 -0.130
H -0.5585 2.0355 2.7542 0.071 -0.080 0.011
H 1.7896 0.4946 2.0377 -0.167 0.032 -0.237
H -0.3733 -1.2076 2.8108 0.152 -0.085 -0.066
H -1.3226 -1.0962 0.2675 0.096 0.189 0.045
H -0.8890 -2.8294 1.0635 0.135 0.035 0.104
H 0.6688 -4.2190 -0.2473 0.050 0.047 0.620
C -5.1684 6.2654 -3.4672 -0.076 -0.084 -0.003
O -4.9702 5.1919 -4.3660 0.056 0.080 0.051
C -3.7336 5.2723 -5.0700 0.011 -0.004 -0.140
C -2.7615 4.2046 -4.6161 -0.047 -0.004 0.146
N -2.2983 4.4673 -3.2605 -0.059 -0.031 -0.036
C -1.4792 3.4047 -2.6756 0.032 0.127 0.045
C -2.1323 2.0539 -2.4231 0.189 -0.120 -0.035
O -3.1421 2.0922 -1.4321 -0.072 0.080 -0.040
C -4.4382 2.3971 -1.8913 0.013 -0.058 0.089
H -6.1829 6.1926 -3.0761 -0.003 -0.085 -0.032
H -4.4649 6.2223 -2.6291 -0.002 0.112 0.012
H -5.0446 7.2286 -3.9671 0.026 0.031 0.038
H -3.2890 6.2640 -4.9402 0.001 0.006 0.021
H -3.9520 5.1332 -6.1332 -0.013 -0.021 0.016
H -1.8964 4.2127 -5.2868 0.009 -0.034 -0.006
H -3.2537 3.2273 -4.7184 0.014 0.001 -0.061
H -3.1045 4.6172 -2.6670 -0.001 -0.036 0.027
H -1.1064 3.7698 -1.7155 0.026 -0.021 0.003
H -0.6053 3.2515 -3.3169 -0.006 -0.009 -0.022
H -1.3518 1.3882 -2.0496 -0.098 -0.080 0.055
H -2.5220 1.5981 -3.3424 -0.053 0.076 -0.011
H -4.6049 2.0284 -2.9085 -0.008 0.018 -0.018
H -4.6486 3.4728 -1.8711 -0.014 -0.001 -0.069
H -5.1472 1.9055 -1.2238 0.003 -0.002 0.001
C -3.2388 12.4046 -0.2934 0.042 0.034 -0.039
O -1.9640 12.1299 -0.8336 -0.089 -0.037 0.011
C -1.1166 11.3706 0.0220 0.134 0.037 0.027
C -0.8370 10.0058 -0.5650 -0.120 -0.040 -0.068
N -2.0364 9.1831 -0.5644 0.022 0.069 -0.065
C -1.9018 7.9117 -1.2712 -0.084 0.029 0.084
C -1.6579 7.9529 -2.7725 0.132 -0.202 -0.056
O -2.7527 8.4697 -3.5162 -0.009 0.103 -0.018
C -2.7809 9.8706 -3.6888 -0.047 -0.066 -0.046
H -3.7496 13.0655 -0.9919 0.003 -0.007 -0.014
H -3.8372 11.4961 -0.1648 0.004 0.002 0.051
H -3.1599 12.9113 0.6740 -0.022 -0.006 0.017
H -1.5645 11.2731 1.0153 -0.026 -0.041 -0.007
H -0.1737 11.9153 0.1252 -0.018 0.023 0.002
H -0.0710 9.5121 0.0403 0.013 -0.020 -0.015
H -0.4214 10.1551 -1.5721 0.075 0.017 0.033
H -2.7936 9.7106 -0.9802 -0.010 -0.014 -0.003
H -2.8195 7.3436 -1.1002 0.016 -0.029 0.002
H -1.0906 7.3424 -0.8077 0.019 0.001 -0.002
H -1.5294 6.9195 -3.1056 -0.034 0.011 0.000
H -0.7401 8.4948 -3.0327 -0.041 0.087 0.045
H -1.7725 10.2922 -3.7314 0.008 0.020 0.023
H -3.3397 10.3757 -2.8943 0.064 0.038 0.024
H -3.2848 10.0760 -4.6343 0.006 -0.005 -0.006
C -0.2417 -10.1228 1.3037 -0.035 -0.003 -0.043
O -1.5949 -9.7720 1.1052 0.067 0.007 0.020
C -2.3446 -9.6171 2.3033 -0.119 -0.054 0.009
C -2.7629 -8.1772 2.5007 0.111 0.084 -0.058
N -1.6143 -7.3371 2.7961 -0.037 -0.030 -0.078
C -1.8988 -5.9033 2.8281 0.109 -0.035 0.089
C -2.3394 -5.2334 1.5339 -0.109 0.248 0.115
O -1.3367 -5.2038 0.5430 0.101 -0.371 -0.244
C -1.2674 -6.3323 -0.3034 0.042 0.047 -0.083
H 0.1917 -10.3036 0.3217 -0.005 0.017 -0.008
H 0.3236 -9.3245 1.7959 0.006 -0.027 0.040
H -0.1521 -11.0366 1.9011 0.020 0.001 0.015
H -1.7666 -9.9654 3.1649 0.025 0.039 0.010
H -3.2390 -10.2419 2.2175 0.016 -0.013 -0.006
H -3.4607 -8.1269 3.3429 -0.020 0.021 -0.006
H -3.3059 -7.8606 1.5983 -0.063 -0.038 0.025
H -0.8976 -7.5078 2.1020 0.016 0.020 0.004
H -0.9913 -5.3963 3.1627 -0.014 0.028 0.000
H -2.6647 -5.7228 3.5903 -0.020 -0.014 -0.006
H -2.5500 -4.1867 1.7659 0.020 0.006 -0.034
H -3.2633 -5.6651 1.1257 0.058 -0.094 -0.001
H -2.2504 -6.7884 -0.4580 -0.010 -0.014 0.031
H -0.5793 -7.0965 0.0747 -0.060 -0.033 0.011
H -0.8884 -5.9964 -1.2704 0.000 0.008 0.021
C 8.4538 -5.1054 0.0679 -0.052 -0.025 -0.032
O 7.3594 -5.9593 0.3166 0.045 0.059 0.015
C 7.6023 -6.9782 1.2731 -0.035 -0.117 -0.030
C 6.7629 -6.7648 2.5131 -0.012 0.119 0.028
N 7.2146 -5.5984 3.2571 -0.025 -0.002 -0.059
C 6.3461 -5.2158 4.3658 0.110 0.025 0.022
C 4.9404 -4.7249 4.0368 -0.137 0.009 0.135
O 4.9099 -3.4891 3.3615 0.057 -0.054 -0.100
C 5.0142 -3.5583 1.9466 0.079 0.143 0.027
H 8.1631 -4.4412 -0.7436 -0.019 0.006 0.006
H 8.7119 -4.4993 0.9436 0.046 -0.023 0.008
H 9.3391 -5.6731 -0.2400 0.023 0.013 0.011
H 8.6649 -7.0203 1.5340 0.003 0.038 0.034
H 7.3254 -7.9338 0.8169 0.017 0.005 -0.010
H 6.8542 -7.6463 3.1565 -0.024 -0.005 0.012
H 5.7142 -6.6895 2.1944 -0.002 -0.066 -0.009
H 7.2911 -4.8147 2.6209 -0.026 0.002 -0.008
H 6.8496 -4.4178 4.9174 -0.004 -0.005 0.015
H 6.2666 -6.0713 5.0462 -0.021 -0.014 -0.008
H 4.4244 -4.5590 4.9873 -0.016 -0.007 -0.012
H 4.3556 -5.4745 3.4888 0.060 -0.003 -0.061
H 4.5829 -4.4819 1.5519 0.014 -0.022 0.006
H 6.0575 -3.4761 1.6232 -0.016 -0.095 -0.069
H 4.4641 -2.7177 1.5305 -0.019 -0.002 -0.001
```
Positions in Å, forces in eV/Å.

Mulliken population analysis, charges in e, atoms 1 to 99: number 1, C, carries -1.1743; number 2, C, carries 0.2741; number 3, Br, carries -0.1975; number 4, C, carries -0.4394; number 5, Br, carries -0.2936; number 6, B, carries 0.5454; number 7, C, carries 0.3719; number 8, O, carries -0.6334; number 9, N, carries 0.3305; number 10, C, carries 0.5554; number 11, O, carries -0.5457; number 12, F, carries -0.3034; number 13, H, carries 0.3365; number 14, H, carries 0.2722; number 15, H, carries 0.3244; number 16, H, carries 0.4092; number 17, H, carries 0.2447; number 18, H, carries -0.2272; number 19, H, carries -0.4886; number 20, H, carries -0.0800; number 21, C, carries -0.2799; number 22, O, carries -0.4117; number 23, C, carries -0.4104; number 24, C, carries -0.5437; number 25, N, carries 0.1418; number 26, C, carries -0.7502; number 27, C, carries -0.4508; number 28, O, carries -0.3337; number 29, C, carries -0.6301; number 30, H, carries 0.2958; number 31, H, carries -0.0789; number 32, H, carries 0.2736; number 33, H, carries 0.0660; number 34, H, carries 0.4213; number 35, H, carries 0.3860; number 36, H, carries 0.2988; number 37, H, carries -0.0869; number 38, H, carries 0.3735; number 39, H, carries 0.3317; number 40, H, carries 0.2121; number 41, H, carries 0.3084; number 42, H, carries 0.3107; number 43, H, carries 0.1930; number 44, H, carries 0.2726; number 45, C, carries -0.7284; number 46, O, carries -0.3486; number 47, C, carries -0.7950; number 48, C, carries -0.1784; number 49, N, carries -0.2870; number 50, C, carries -0.8071; number 51, C, carries -0.2598; number 52, O, carries -0.2663; number 53, C, carries -0.7245; number 54, H, carries 0.2433; number 55, H, carries 0.3036; number 56, H, carries 0.3486; number 57, H, carries 0.4168; number 58, H, carries 0.3915; number 59, H, carries 0.3433; number 60, H, carries 0.2017; number 61, H, carries 0.1198; number 62, H, carries 0.3713; number 63, H, carries 0.3941; number 64, H, carries 0.0654; number 65, H, carries 0.3802; number 66, H, carries 0.3106; number 67, H, carries 0.2404; number 68, H, carries 0.2798; number 69, C, carries -0.7219; number 70, O, carries -0.3488; number 71, C, carries -0.7931; number 72, C, carries -0.1988; number 73, N, carries -0.3086; number 74, C, carries -0.8410; number 75, C, carries -0.5519; number 76, O, carries -0.4098; number 77, C, carries -0.7770; number 78, H, carries 0.2449; number 79, H, carries 0.3028; number 80, H, carries 0.3433; number 81, H, carries 0.4094; number 82, H, carries 0.3904; number 83, H, carries 0.3560; number 84, H, carries 0.1928; number 85, H, carries 0.1008; number 86, H, carries 0.4053; number 87, H, carries 0.4238; number 88, H, carries 0.3029; number 89, H, carries 0.3755; number 90, H, carries 0.3970; number 91, H, carries 0.2273; number 92, H, carries 0.3262; number 93, C, carries -0.7519; number 94, O, carries -0.3047; number 95, C, carries -0.8099; number 96, C, carries -0.2116; number 97, N, carries -0.3335; number 98, C, carries -0.8133; number 99, C, carries -0.4217

[2]
Entry from OMol25: a 2-piece molecular cluster, C4H12NO overall at a distorted geometry (ωB97M-V with the def2-TZVPD basis set).

The total energy is -7873.1591 eV. The total charge is +1. For the lowest unoccupied orbital energy, the calculation gives -3.25 eV. The calculation puts the HOMO-LUMO gap at 0.4147 hartree. As for the spin multiplicity: 1. The value obtained for the energy above the lowest of the compared OMol25 structures with the same formula, charge and spin is 26.1 kcal/mol. As for the HOMO energy: -14.53 eV.

XYZ file:
```
18
Properties=species:S:1:pos:R:3:forces:R:3
C -2.2965 -1.3949 -1.4006 0.386 0.361 -0.085
C -1.8480 -1.3059 0.0451 1.679 0.022 0.674
C -0.3449 -1.0075 0.1080 -0.933 0.417 -0.657
C 0.2177 0.0407 0.6686 0.118 0.380 0.614
N 1.6819 0.3518 0.5892 -1.142 -1.314 -0.066
H -2.3730 -0.3923 -1.8281 -0.407 0.039 0.218
H -3.2548 -1.9036 -1.4198 0.039 -0.081 -0.510
H -1.5265 -1.8367 -2.0376 -0.342 -0.642 0.105
H -1.8524 -2.2517 0.5942 -0.746 -0.213 -0.272
H -2.4653 -0.5897 0.5815 0.208 0.083 0.231
H 0.2250 -1.7220 -0.4815 0.269 0.089 0.074
H -0.2686 0.7722 1.2998 -0.280 -0.095 -0.177
H 1.7884 1.3735 0.6995 0.939 -0.112 -0.359
H 2.1894 -0.1914 1.2903 0.131 0.478 0.264
H 2.0124 -0.0038 -0.3067 0.284 0.554 -0.177
H 3.2135 3.4688 -0.0434 0.640 0.535 -0.838
H 2.1716 3.6154 1.0426 -0.060 0.395 0.197
O 2.7300 2.9770 0.5989 -0.781 -0.895 0.766
```
Positions in Å, forces in eV/Å.

List of natural (NBO) charges in e, atom by atom: number 1, C, carries -0.6039; number 2, C, carries -0.4266; number 3, C, carries -0.1056; number 4, C, carries -0.1128; number 5, N, carries -0.7002; number 6, H, carries 0.2169; number 7, H, carries 0.2398; number 8, H, carries 0.2091; number 9, H, carries 0.2310; number 10, H, carries 0.2258; number 11, H, carries 0.2130; number 12, H, carries 0.2223; number 13, H, carries 0.4816; number 14, H, carries 0.4410; number 15, H, carries 0.4395; number 16, H, carries 0.5037; number 17, H, carries 0.4935; number 18, O, carries -0.9680

[3]
Entry from OMol25: the molecule C5H8O2 at a distorted geometry (ωB97M-V with the def2-TZVPD basis set).

The total energy is -9404.8618 eV. For the lowest unoccupied orbital energy, the calculation gives 0.68 eV. The calculation puts the HOMO-LUMO gap at 0.3931 hartree. As for the spin multiplicity: 1. The value obtained for the energy above the lowest of the compared OMol25 structures with the same formula, charge and spin is 114.6 kcal/mol. As for the HOMO energy: -10.01 eV.

XYZ file:
```
15
Properties=species:S:1:pos:R:3:forces:R:3
C 0.0646 -0.3196 -0.0527 0.053 0.473 0.160
C -1.1115 0.2229 0.7499 1.040 3.416 2.732
C 1.2979 0.5945 -0.0576 -0.289 -0.040 0.192
O 0.4047 -1.6017 0.4875 -0.179 0.168 0.028
O -0.7107 0.8569 2.1613 1.089 -2.394 0.999
C -0.4811 -0.4235 -1.4107 -0.010 -0.273 -0.439
C -0.9469 -0.4832 -2.5136 0.141 0.156 0.356
H 1.0320 -2.0298 -0.1066 -0.033 0.044 0.009
H 0.0397 0.3506 2.4990 0.016 -0.034 0.367
H -1.8323 -0.5771 0.9392 -0.242 0.665 -0.219
H -1.1722 1.4239 0.9436 -1.510 -2.093 -3.788
H 1.0315 1.5808 -0.4299 0.031 0.047 -0.071
H 1.6794 0.6988 0.9569 0.032 -0.022 -0.007
H 2.0793 0.1697 -0.6872 -0.042 -0.003 -0.037
H -1.3744 -0.4632 -3.4790 -0.096 -0.110 -0.283
```
Positions in Å, forces in eV/Å.

List of natural (NBO) charges in e, atom by atom: number 1, C, carries 0.1113; number 2, C, carries -0.1684; number 3, C, carries -0.6069; number 4, O, carries -0.7083; number 5, O, carries -0.7878; number 6, C, carries -0.0500; number 7, C, carries -0.1948; number 8, H, carries 0.4763; number 9, H, carries 0.4699; number 10, H, carries 0.2147; number 11, H, carries 0.3517; number 12, H, carries 0.2259; number 13, H, carries 0.2162; number 14, H, carries 0.2147; number 15, H, carries 0.2354

[4]
Entry from OMol25: the molecule C8H12OS at a distorted geometry (ωB97M-V with the def2-TZVPD basis set).

The total energy is -21365.9201 eV. For the lowest unoccupied orbital energy (alpha / beta), the calculation gives -0.94 / -0.72 eV. The calculation puts the HOMO-LUMO gap (alpha / beta) at 0.2595 / 0.2741 hartree. As for the spin multiplicity: 1. The value obtained for the energy above the lowest of the compared OMol25 structures with the same formula, charge and spin is 157.5 kcal/mol. As for the HOMO energy (alpha / beta): -8.00 / -8.18 eV.

XYZ file:
```
22
Properties=species:S:1:pos:R:3:forces:R:3
C -0.3242 1.0388 1.0965 -0.871 0.156 -2.794
C -1.4147 -0.3444 -1.2928 0.779 2.479 1.554
C 0.4232 1.2229 2.1477 1.668 -0.375 1.463
C -0.9010 -1.1690 -2.1691 2.010 -1.800 -0.128
C 1.9293 1.3601 2.2009 2.988 1.609 -2.370
C -0.0506 1.1266 3.5907 -0.992 -1.254 -0.049
C -1.9414 -2.1033 -2.6835 -1.745 0.027 -2.013
C 0.6127 -1.3428 -2.6459 -2.801 4.304 0.408
O -0.5686 2.3135 -1.2894 -0.127 -1.018 0.775
S -0.3942 1.0131 -0.6082 0.020 -0.260 1.121
H 2.5730 1.2690 1.2217 -1.856 0.014 1.287
H 2.3038 2.3705 2.5607 -1.050 -0.822 -0.215
H 2.4739 0.6948 2.8551 -0.574 -0.610 0.513
H 0.3283 1.9063 4.2391 0.366 0.152 -0.088
H -1.1332 1.1477 3.6618 -0.193 0.063 -0.081
H 0.2482 0.1202 4.0046 -0.035 1.038 -0.402
H -2.7818 -1.4130 -3.0087 0.610 -1.091 0.324
H -1.6462 -2.6475 -3.6297 -0.133 0.333 1.214
H -2.3765 -2.7829 -1.9204 0.576 0.291 -0.541
H 0.8578 -2.2394 -3.1203 0.250 -1.528 -0.337
H 0.5821 -0.5003 -3.4504 0.871 -1.361 1.241
H 1.1998 -1.0408 -1.7606 0.240 -0.344 -0.881
```
Positions in Å, forces in eV/Å.

List of natural (NBO) charges in e, atom by atom: number 1, C, carries -0.3102; number 2, C, carries -0.3284; number 3, C, carries -0.0104; number 4, C, carries -0.0599; number 5, C, carries -0.6597; number 6, C, carries -0.6317; number 7, C, carries -0.6531; number 8, C, carries -0.6413; number 9, O, carries -0.8700; number 10, S, carries 1.4348; number 11, H, carries 0.2233; number 12, H, carries 0.2341; number 13, H, carries 0.2286; number 14, H, carries 0.2250; number 15, H, carries 0.2272; number 16, H, carries 0.2278; number 17, H, carries 0.2356; number 18, H, carries 0.2125; number 19, H, carries 0.2380; number 20, H, carries 0.2211; number 21, H, carries 0.2319; number 22, H, carries 0.2247